Arrangement P

Here is a structure of composition C12AlB3O24 from the OMol25 dataset. Energies are from ωB97M-V/def2-TZVPD.

Properties
Kohn-Sham gap	4.85	eV
HOMO energy	-9.42	eV

```
! wB97M-V def2-TZVPD RIJCOSX def2/J DEFGRID3
* xyz 0 1
Al 4.28 -9.74 -20.91
O -3.30 -7.72 -22.35
C -2.41 -7.80 -23.12
O -1.31 -7.15 -23.19
B -0.30 -7.88 -24.00
O -1.16 -8.87 -24.71
C -2.40 -8.89 -24.31
O -3.22 -9.72 -24.45
O 0.71 -8.53 -23.20
C 1.90 -8.22 -23.59
O 2.92 -8.74 -23.24
C 1.72 -7.20 -24.76
O 0.43 -7.10 -25.01
O 2.66 -6.64 -25.24
O -2.65 -8.70 -21.92
C -2.17 -9.71 -22.34
O -0.96 -9.83 -22.80
B -0.64 -11.26 -22.98
O -1.96 -11.94 -22.98
C -2.85 -11.07 -22.58
O -4.02 -11.26 -22.43
O 0.07 -11.35 -24.27
C 1.34 -11.50 -24.02
O 2.23 -11.52 -24.82
C 1.55 -11.75 -22.51
O 0.33 -11.69 -21.97
O 2.58 -11.86 -21.92
O -0.03 -6.94 -21.09
C 0.79 -6.10 -20.89
O 0.52 -4.84 -20.56
B 1.77 -4.06 -20.32
O 2.82 -5.11 -20.44
C 2.34 -6.27 -20.64
O 2.91 -7.32 -20.82
O 1.78 -3.41 -19.02
C 1.76 -2.10 -19.14
O 1.48 -1.35 -18.26
C 1.99 -1.81 -20.65
O 2.02 -2.97 -21.27
O 2.10 -0.74 -21.16
*
```

Löwdin population analysis, charges in e, atoms 1 to 8: Al 1.09; O 0.43; C -0.30; O 0.37; B -0.80; O 0.29; C -0.34; O 0.28


Arrangement Q

Here is a structure of composition C12AlB3O24 from the OMol25 dataset. Energies are from ωB97M-V/def2-TZVPD.

Properties
Kohn-Sham gap	2.29	eV
HOMO energy	-10.68	eV

```
! wB97M-V def2-TZVPD RIJCOSX def2/J DEFGRID3
* xyz 0 1
Al -4.48 -1.11 1.95
O 2.79 1.74 -0.34
C 2.01 1.83 0.59
O 0.91 2.42 0.48
B 0.06 2.28 1.72
O 0.93 1.56 2.66
C 2.10 1.33 2.07
O 3.06 0.75 2.57
O -1.16 1.53 1.51
C -2.19 2.12 2.03
O -3.32 1.59 2.09
C -1.73 3.55 2.52
O -0.43 3.60 2.17
O -2.41 4.33 3.08
O 2.00 2.37 -3.50
C 1.13 1.45 -3.46
O -0.14 1.58 -3.16
B -0.69 0.21 -2.92
O 0.48 -0.73 -3.17
C 1.54 -0.04 -3.24
O 2.72 -0.44 -3.41
O -1.35 0.04 -1.56
C -2.62 -0.29 -1.68
O -3.46 -0.37 -0.74
C -2.87 -0.55 -3.17
O -1.74 -0.25 -3.81
O -3.82 -0.97 -3.79
O 3.67 -0.98 -0.87
C 2.88 -1.58 -0.16
O 1.54 -1.44 0.04
B 1.01 -2.39 1.00
O 2.15 -3.26 1.33
C 3.19 -2.86 0.60
O 4.34 -3.38 0.53
O -0.19 -3.15 0.54
C -1.30 -2.77 1.16
O -2.48 -3.06 0.88
C -0.87 -1.77 2.25
O 0.42 -1.64 2.19
O -1.68 -1.24 3.02
*
```

Löwdin population analysis, charges in e, atoms 1 to 8: Al 1.06; O 0.27; C -0.33; O 0.30; B -0.81; O 0.29; C -0.27; O 0.23


Preferred: arrangement Q; penalty for the next structure: 5.682 eV.


Arrangement P

Here is an isolated molecule of C3H4N2O from the OMol25 dataset. Energies are from ωB97M-V/def2-TZVPD.

Properties
SMILES	NC1=N[C@@H]1C=O
Kohn-Sham gap	10.50	eV
HOMO energy	-9.92	eV

```
! wB97M-V def2-TZVPD RIJCOSX def2/J DEFGRID3
* xyz 0 1
N 1.64 0.27 -0.64
C 0.52 0.69 -0.01
N 0.00 1.34 0.93
C -0.92 0.48 0.04
C -1.23 -0.92 0.39
O -0.34 -1.69 0.71
H 2.48 0.82 -0.56
H 1.78 -0.74 -0.57
H -1.68 1.05 -0.52
H -2.26 -1.29 0.24
*
```

Löwdin population analysis, charges in e, atoms 1 to 8: N 0.15; C -0.42; N 0.22; C -0.19; C -0.23; O 0.03; H 0.10; H 0.10


Arrangement Q

Here is an isolated molecule of C3H4N2O from the OMol25 dataset. Energies are from ωB97M-V/def2-TZVPD.

Properties
SMILES	N#C[C@@]1(N)CO1
Kohn-Sham gap	11.40	eV
HOMO energy	-10.67	eV

```
! wB97M-V def2-TZVPD RIJCOSX def2/J DEFGRID3
* xyz 0 1
N 1.79 1.28 1.35
C 1.20 0.63 0.61
C 0.19 -0.09 -0.13
N -0.11 -1.40 0.64
C -0.72 0.59 -0.96
O 0.35 -0.18 -1.49
H -1.13 -1.29 0.91
H 0.65 -1.31 1.36
H -1.67 0.11 -1.19
H -0.55 1.67 -1.08
*
```

Löwdin population analysis, charges in e, atoms 1 to 8: N 0.18; C -0.14; C -0.56; N 0.10; C -0.07; O 0.03; H 0.10; H 0.08


Preferred: arrangement P; penalty for the next structure: 0.222 eV.


Arrangement P

Here is an isolated molecule of C3H4N2O from the OMol25 dataset. Energies are from ωB97M-V/def2-TZVPD.

Properties
SMILES	O=CNC1=NC1
Kohn-Sham gap	10.58	eV
HOMO energy	-9.93	eV

```
! wB97M-V def2-TZVPD RIJCOSX def2/J DEFGRID3
* xyz 0 1
O -1.20 -1.28 -0.89
C -1.34 -0.09 -1.01
N -0.56 0.86 -0.37
C 0.46 0.45 0.44
N 1.33 0.85 1.26
C 1.26 -0.64 0.87
H -2.12 0.37 -1.64
H -0.76 1.85 -0.47
H 2.05 -1.02 0.22
H 0.87 -1.35 1.60
*
```

Löwdin population analysis, charges in e, atoms 1 to 8: O 0.06; C -0.31; N 0.13; C -0.41; N 0.16; C -0.09; H 0.13; H 0.15


Arrangement Q

Here is an isolated molecule of C3H4N2O from the OMol25 dataset. Energies are from ωB97M-V/def2-TZVPD.

Properties
Kohn-Sham gap (alpha / beta)	7.61 / 7.62	eV
HOMO energy (alpha / beta)	-8.73 / -8.73	eV

```
! wB97M-V def2-TZVPD RIJCOSX def2/J DEFGRID3
* xyz 0 1
O 1.03 -1.41 -0.27
C 0.97 0.78 0.49
C 0.34 -0.58 0.62
N -1.06 -0.38 0.12
N -1.17 0.76 -0.46
C 0.00 1.44 -0.27
H 1.28 -0.87 -1.03
H 0.31 -1.08 1.59
H -1.78 -1.08 -0.04
H 0.08 2.41 -0.75
*
```

Löwdin population analysis, charges in e, atoms 1 to 8: O -0.01; C 0.04; C -0.41; N 0.03; N 0.09; C -0.21; H 0.10; H 0.15


Arrangement R

Here is an isolated molecule of C3H4N2O from the OMol25 dataset. Energies are from ωB97M-V/def2-TZVPD.

Properties
SMILES	C=NOCC#N
Kohn-Sham gap	10.45	eV
HOMO energy	-10.54	eV

```
! wB97M-V def2-TZVPD RIJCOSX def2/J DEFGRID3
* xyz 0 1
C -1.47 1.35 0.69
N -0.23 0.74 0.54
O -0.60 -0.30 -0.34
C 0.53 -0.98 -0.16
C 1.84 -0.68 -0.87
N 2.93 -0.68 -1.51
H -2.39 1.42 0.04
H -1.40 2.26 1.33
H 0.13 -1.90 -0.53
H 0.67 -1.25 0.80
*
```

Löwdin population analysis, charges in e, atoms 1 to 8: C 0.04; N 0.03; O -0.14; C -0.34; C -0.08; N 0.11; H 0.10; H 0.07


Preferred: arrangement P; penalty for the next structure: 2.678 eV.